Record 1
{
  "formula": "C20H14BeN3O3S4",
  "method": "wB97M-V/def2-TZVPD",
  "charge": -1,
  "orbital_gap_ha": 0.2844,
  "lumo_energy_ev": 2.59,
  "energy_ev": -75325.1631,
  "homo_energy_ev": -5.1,
  "symbols": ["Be", "C", "C", "C", "C", "C", "H", "H", "H", "H", "H", "S", "C", "S", "C", "N", "N", "C", "C", "C", "C", "C", "C", "S", "H", "H", "H", "H", "H", "O", "C", "N", "S", "O", "O", "C", "C", "C", "C", "C", "C", "H", "H", "H", "H"],
  "coordinates": [[13.736511, 13.679542, 4.959269], [15.487210, 14.631899, 6.888014], [15.581404, 15.277127, 5.629397], [14.290146, 15.614472, 5.238086], [13.391924, 15.032862, 6.153995], [14.119169, 14.532202, 7.250510], [16.244033, 14.061564, 7.428932], [16.573341, 15.437043, 5.188663], [14.079468, 16.292201, 4.392526], [12.393974, 15.424751, 6.211096], [13.764578, 13.850693, 8.010657], [7.559305, 14.756925, 6.459324], [8.778242, 14.841833, 5.371600], [9.771797, 13.348325, 5.126358], [10.937575, 14.243995, 4.194869], [10.727934, 15.531714, 4.088338], [9.495632, 15.805902, 4.734881], [9.334981, 17.211204, 4.979126], [8.105834, 17.720721, 5.215851], [7.942182, 19.058569, 5.499570], [8.995434, 19.897833, 5.782119], [10.242926, 19.351598, 5.647151], [10.469869, 18.006905, 5.264900], [12.307066, 13.584731, 3.344197], [7.175031, 17.205989, 5.125694], [6.918031, 19.368764, 5.666136], [8.891419, 20.941330, 6.150114], [11.117702, 19.917419, 5.835705], [11.475413, 17.646594, 5.161799], [16.337871, 12.293239, 3.730651], [15.647390, 11.695701, 4.551018], [14.542636, 12.139425, 5.214699], [14.182486, 11.114167, 6.454671], [12.772774, 10.855124, 6.541679], [14.797518, 11.504164, 7.675791], [15.152737, 9.802837, 5.961030], [15.403287, 8.656479, 6.646661], [16.563865, 7.937644, 6.350015], [17.427251, 8.366646, 5.326841], [17.116545, 9.522961, 4.608858], [16.017491, 10.282312, 4.981905], [14.798086, 8.375272, 7.483191], [16.890176, 7.069827, 6.869117], [18.325067, 7.892607, 5.108267], [17.800590, 9.949142, 3.869651]],
  "forces_ev_per_a": [[-0.0563, -0.3712, -0.2470], [-0.9717, -0.6125, 0.7140], [1.2760, -0.4188, 1.2363], [1.0482, 0.6347, -1.9400], [-1.6091, 1.1569, 0.6876], [1.9192, -1.0154, -0.6266], [0.0476, 0.4364, -0.3009], [-0.8067, 0.1549, -0.3138], [-0.2282, -0.7247, 0.5229], [-0.5277, -0.3297, -0.0106], [-0.1560, 0.3578, 0.1910], [-0.7913, 0.5873, 0.0140], [2.6186, -1.4365, -0.2618], [-0.3268, 0.8459, -0.4780], [0.6873, 1.0898, -0.7308], [-1.6507, -1.7616, 0.7714], [0.0675, 1.4741, 0.1504], [1.7826, -0.9424, 1.0559], [-1.4763, 1.1431, -0.6361], [-0.9274, 0.5036, 1.0324], [-0.1634, 0.7512, 0.1611], [1.0970, -1.7750, -0.5210], [-1.5030, 1.0719, -0.3024], [0.2712, -0.6018, 0.5096], [-0.0033, -0.8362, -0.2188], [0.0060, 0.2917, -0.1101], [-0.1402, -0.8865, -0.4821], [0.6803, 0.6433, 0.2737], [0.1264, -0.2502, -0.0336], [-0.9703, -0.1658, 0.5607], [1.3246, -0.2712, -0.8220], [-0.0878, 0.4369, 0.0169], [-1.8098, 0.6954, 0.4117], [-0.0163, -0.0217, -0.5819], [0.6259, 0.7037, 1.1872], [1.2776, 0.2164, -1.5060], [0.7446, -1.1100, 0.5611], [0.4104, 0.7298, -1.2129], [-2.2343, 1.3869, 0.2712], [0.4384, 0.7558, 0.0642], [-0.5211, -0.3991, 0.0817], [-0.3589, -0.1824, 0.2715], [-0.2577, -0.6001, 0.6721], [1.3683, -1.0758, -0.2265], [-0.2234, -0.2788, 0.1449]]
}

Record 2
{
  "formula": "C20H15BF2I2N3ORu",
  "method": "wB97M-V/def2-TZVPD",
  "charge": 0,
  "orbital_gap_ha": [0.2395, 0.2511],
  "lumo_energy_ev": [-0.85, -0.73],
  "energy_ev": -52397.9327,
  "spin_multiplicity": 2,
  "homo_energy_ev": [-7.4, -7.6],
  "symbols": ["Ru", "I", "C", "C", "C", "I", "C", "O", "C", "C", "N", "C", "C", "C", "C", "C", "C", "N", "C", "H", "H", "H", "H", "H", "H", "H", "H", "H", "H", "H", "F", "B", "F", "N", "C", "C", "C", "C", "C", "C", "C", "H", "H", "H", "H"],
  "coordinates": [[0.148163, 0.874841, 0.480355], [-5.680015, -0.515778, -0.608798], [-3.874903, -0.279755, 0.406168], [-3.543590, 0.948007, 0.929718], [-2.315082, 1.113625, 1.583950], [-1.794610, 2.967051, 2.370369], [-1.448083, 0.018323, 1.805191], [-0.294921, 0.152078, 2.399104], [-1.785666, -1.208424, 1.142109], [-0.648092, -2.178651, 1.029940], [0.332779, -1.558976, 0.114046], [1.729989, -1.901831, 0.301744], [2.555038, -0.813578, 0.962959], [3.786909, -1.156399, 1.507409], [4.575694, -0.186272, 2.089935], [4.108977, 1.118878, 2.117744], [2.882564, 1.392122, 1.553968], [2.114243, 0.450614, 0.979125], [-2.978577, -1.357820, 0.483099], [-4.212482, 1.791820, 0.829521], [-0.985678, -3.154135, 0.668430], [-0.166009, -2.305274, 1.998366], [0.041595, -1.692416, -0.844651], [2.188172, -2.120124, -0.667445], [1.839320, -2.812023, 0.899170], [4.106565, -2.189832, 1.475204], [5.534226, -0.441806, 2.521550], [4.679483, 1.917927, 2.567842], [2.479743, 2.394642, 1.552727], [-3.205380, -2.287985, -0.024073], [2.416852, 2.356418, -1.077708], [1.086734, 2.464461, -0.782062], [0.735869, 3.686230, -0.291379], [-3.364072, -1.808039, -3.996597], [-2.648695, -1.051139, -3.511367], [-1.726960, -0.117214, -2.912779], [-2.215040, 0.995697, -2.235231], [-1.313639, 1.854112, -1.618573], [0.070050, 1.617831, -1.674921], [0.522921, 0.478299, -2.354313], [-0.359430, -0.377487, -2.996785], [-3.281466, 1.163694, -2.175520], [-1.673801, 2.725880, -1.084035], [1.588045, 0.279209, -2.376623], [-0.007740, -1.246799, -3.536882]],
  "forces_ev_per_a": [[0.2313, -0.5984, 0.2372], [-0.0169, -0.0112, -0.0072], [0.0459, -0.0402, 0.0084], [0.0485, 0.0163, 0.0150], [-0.1289, -0.1405, -0.0160], [0.0355, 0.0613, 0.0577], [-0.3445, -0.0024, -0.0679], [0.1608, 0.2313, -0.0267], [0.0044, 0.0809, 0.0768], [0.0576, -0.0324, 0.0225], [-0.1068, 0.0607, -0.0544], [0.0083, -0.0049, 0.0078], [0.0648, -0.0305, 0.0320], [-0.0715, 0.0042, -0.0098], [0.0388, 0.0486, 0.0196], [0.0164, -0.0464, 0.0051], [-0.0397, -0.0283, 0.0002], [0.0481, 0.0897, -0.0473], [-0.0504, 0.0526, -0.0182], [-0.0059, -0.0044, -0.0056], [0.0041, -0.0036, 0.0083], [-0.0070, 0.0016, -0.0025], [-0.0020, -0.0308, 0.0075], [-0.0126, 0.0456, -0.0127], [0.0063, -0.0131, -0.0205], [0.0006, -0.0042, 0.0011], [0.0009, -0.0007, -0.0004], [-0.0003, 0.0034, 0.0021], [-0.0059, -0.0104, -0.0061], [-0.0082, -0.0042, 0.0002], [-0.0070, -0.0293, 0.0251], [-0.1692, 0.0201, -0.2685], [-0.0543, -0.0009, -0.0270], [-0.0003, -0.0093, 0.0365], [0.0161, 0.0617, -0.0507], [-0.0886, -0.1107, -0.0444], [0.0300, 0.0150, 0.0269], [0.0232, -0.0592, 0.0271], [0.2538, 0.3575, 0.0354], [-0.0302, -0.0126, 0.0004], [0.0510, 0.0651, 0.0427], [-0.0049, -0.0034, -0.0032], [0.0122, 0.0087, -0.0004], [0.0056, 0.0138, -0.0014], [-0.0094, -0.0060, -0.0047]]
}